Formula: C51H89N5O23
Source: OMol25
Level of theory: wB97M-V/def2-TZVPD

Calculated values
E_LUMO = 0.0 eV
Relative energy (zero: lowest compared OMol25 entry of this formula, charge and spin) = 0.0 kJ/mol
Frontier orbital gap = 9.27 eV
Total charge = 0

Cartesian coordinates (Å):
1 C -0.28702 6.57625 2.57725
2 C 0.94200 5.71702 2.09720
3 O 1.57863 5.09498 2.93882
4 N 1.35403 5.92946 0.83025
5 C 2.42710 5.23502 0.22334
6 H -1.00995 6.01055 3.16500
7 H -0.55039 7.26694 1.77620
8 H 0.24226 7.17758 3.31641
9 H 0.85557 6.51184 0.17262
10 H 1.98873 4.33094 -0.19923
11 H 3.20388 5.05084 0.96549
12 H 2.93899 5.79844 -0.55681
13 C 0.93951 0.38831 0.72903
14 C 0.78371 -0.58564 -0.40284
15 O 1.42276 -1.58482 -0.44329
16 N -0.05295 -0.30276 -1.38603
17 C -1.40449 0.18691 -1.42549
18 H 0.52731 -0.02749 1.64844
19 H 0.47068 1.36645 0.62163
20 H 1.98377 0.59583 0.96257
21 H 0.11255 -1.01493 -2.08283
22 H -1.67394 1.14596 -0.98309
23 H -2.07922 -0.58407 -1.05342
24 H -1.69664 0.22324 -2.47497
25 C -0.56871 2.24245 3.76537
26 C -0.69941 2.38332 5.27414
27 O 0.27240 2.50751 5.92691
28 N -1.97362 2.23468 5.67231
29 C -2.36751 2.60733 6.97628
30 H -0.17448 1.27359 3.45878
31 H 0.19532 2.92996 3.40250
32 H -1.57566 2.43288 3.39404
33 H -2.72440 2.21706 4.99695
34 H -1.85629 3.50264 7.33010
35 H -2.00058 1.96319 7.77536
36 H -3.42980 2.83563 7.06305
37 C -5.15493 -0.08485 0.46190
38 C -5.54662 -1.44800 -0.02835
39 O -4.98148 -2.36961 0.50618
40 N -6.48917 -1.50958 -0.97994
41 C -7.10432 -2.76244 -1.43683
42 H -4.09075 0.14494 0.40870
43 H -5.30318 0.13104 1.51997
44 H -5.73005 0.67420 -0.06836
45 H -6.64347 -0.67085 -1.52107
46 H -7.33413 -2.47152 -2.46184
47 H -8.08558 -3.12922 -1.13568
48 H -6.37437 -3.57187 -1.42712
49 C -1.03608 5.88303 -2.76446
50 C -0.39589 4.55412 -2.48335
51 O -0.88700 3.77561 -1.61920
52 N 0.69761 4.18778 -3.11104
53 C 1.52075 3.02099 -2.77347
54 H -1.31936 6.28318 -1.79095
55 H -1.85878 5.85410 -3.47890
56 H -0.38131 6.57127 -3.29896
57 H 1.11169 4.91626 -3.67491
58 H 0.98987 2.09805 -2.54013
59 H 2.23480 3.30938 -2.00207
60 H 2.01412 2.62034 -3.65900
61 O 0.72474 -4.43958 -5.74101
62 C 0.64809 -3.23803 -5.60392
63 O 1.63178 -2.52114 -5.98591
64 C 1.57672 -1.18884 -5.59115
65 C 0.10273 -1.14819 -5.43056
66 C -0.35425 -2.43243 -4.91702
67 H 1.77293 -0.64470 -6.51501
68 H 2.14386 -0.88965 -4.70971
69 H -0.37552 -1.02711 -6.40253
70 H -0.07236 -0.30611 -4.76097
71 H -1.32603 -2.56431 -5.39278
72 H -0.23939 -2.39635 -3.83369
73 O 4.88069 -2.92517 -2.52879
74 C 5.35105 -2.20427 -1.59866
75 O 6.64761 -1.98277 -1.40433
76 C 6.89171 -1.40448 -0.06663
77 C 5.56982 -0.87183 0.29042
78 C 4.48363 -1.60858 -0.42175
79 H 7.75863 -0.74391 -0.05286
80 H 7.23025 -2.19627 0.60163
81 H 5.56676 0.19676 0.07545
82 H 5.38550 -0.96938 1.36029
83 H 3.73197 -0.82904 -0.54589
84 H 4.01197 -2.42483 0.12540
85 O 5.62998 0.70561 3.29699
86 C 6.84849 0.66283 3.43863
87 O 7.63465 0.57049 2.29690
88 C 9.07171 0.40762 2.64047
89 C 9.01650 0.86822 4.11185
90 C 7.71446 0.49089 4.70315
91 H 9.59742 1.16790 2.06279
92 H 9.50230 -0.55885 2.37848
93 H 9.17048 1.94729 4.11534
94 H 9.92763 0.60553 4.64937
95 H 7.44360 1.15906 5.52063
96 H 7.64688 -0.57672 4.91233
97 O -3.59860 -2.82104 -3.82052
98 C -3.28895 -3.85335 -3.19942
99 O -3.52740 -3.99007 -1.84754
100 C -2.68636 -4.98517 -1.28700
101 C -2.23555 -5.85523 -2.46507
102 C -2.73104 -5.06711 -3.71464
103 H -3.24991 -5.54150 -0.53800
104 H -1.90420 -4.62304 -0.61978
105 H -2.63344 -6.86957 -2.43522
106 H -1.15096 -5.96352 -2.47180
107 H -3.54622 -5.63156 -4.16740
108 H -1.91601 -4.71483 -4.34688
109 O 2.79645 -8.39116 0.96426
110 C 2.45997 -7.22672 0.73610
111 O 2.88487 -6.48232 -0.30960
112 C 2.30074 -5.17223 -0.47155
113 C 1.03933 -5.34699 0.34604
114 C 1.37928 -6.36847 1.39168
115 H 1.99268 -5.12911 -1.51623
116 H 3.09623 -4.45018 -0.28728
117 H 0.11192 -5.64432 -0.14346
118 H 0.82868 -4.37714 0.79673
119 H 0.49128 -6.90198 1.73066
120 H 2.08583 -5.95703 2.11251
121 O -2.24207 -0.65737 2.33177
122 C -2.00612 -1.83549 2.47970
123 O -1.97122 -2.42419 3.60422
124 C -1.78828 -3.81407 3.57599
125 C -2.09477 -4.21283 2.19396
126 C -1.75907 -2.91335 1.41856
127 H -2.30613 -4.26860 4.42058
128 H -0.79610 -4.20205 3.80654
129 H -3.05531 -4.61615 1.87333
130 H -1.34176 -4.91879 1.84370
131 H -2.42377 -2.60884 0.61014
132 H -0.69925 -2.84819 1.17232
133 O 2.63809 -3.20937 1.95021
134 C 2.57273 -2.33818 2.85916
135 O 1.54501 -2.36813 3.78413
136 C 1.69796 -1.35526 4.80167
137 C 3.14274 -0.86365 4.70672
138 C 3.56728 -1.27578 3.28679
139 H 1.48356 -1.66482 5.82457
140 H 0.91848 -0.62538 4.58308
141 H 3.69527 -1.36547 5.50107
142 H 3.39484 0.15369 5.00600
143 H 4.53710 -1.77230 3.31849
144 H 3.55713 -0.50593 2.51521
145 O -6.28983 0.17868 -3.97091
146 C -5.21280 0.69788 -4.09430
147 O -4.99611 1.86588 -3.64846
148 C -3.64729 2.32251 -3.80599
149 C -3.13059 1.53881 -4.95817
150 C -3.99222 0.15499 -4.81833
151 H -3.19148 2.21062 -2.82221
152 H -3.65518 3.34121 -4.19367
153 H -2.08735 1.22441 -4.98822
154 H -3.25002 2.00516 -5.93610
155 H -3.55557 -0.66619 -4.24990
156 H -4.30137 -0.22194 -5.79324
157 O -3.14604 7.79746 0.62663
158 C -3.67617 7.01140 -0.14065
159 O -3.62292 7.21103 -1.46548
160 C -4.45169 6.19694 -2.05756
161 C -4.34748 5.05832 -1.17211
162 C -4.25167 5.62537 0.18194
163 H -4.21512 5.97738 -3.09868
164 H -5.49391 6.50433 -2.14357
165 H -3.54495 4.36862 -1.43356
166 H -5.23308 4.43417 -1.29151
167 H -3.67204 5.05035 0.90408
168 H -5.21303 5.65403 0.69484